[1]
A molecular structure, C54H48N3O5OsP2S2Te at a distorted geometry, computed with ωB97M-V/def2-TZVPD.

Its total energy is -121493.2304 eV. The HOMO-LUMO gap (spin up / spin down) is 7.79 / 5.39 eV. The calculation puts the molar mass at 1262.91 g/mol. As for the multiplicity: 6.

Geometry as XYZ:
```
116
Properties=species:S:1:pos:R:3:mulliken_spin:R:1
Os 1.07795 -1.36566 -0.87344 2.39
S 1.74443 -1.41446 -3.26534 0.14
P 1.40571 0.56145 -3.56915 0.02
C 0.60203 1.27665 -2.19937 0.63
P -1.07155 0.86241 -2.05330 -0.06
S -1.26213 -1.09698 -1.50222 0.13
C -2.31632 1.13501 -3.36775 0.00
C -3.44269 0.31643 -3.42116 0.00
C -4.40919 0.53031 -4.39089 0.00
C -4.26020 1.56049 -5.30881 0.00
C -3.14968 2.38745 -5.24505 0.00
C -2.18053 2.17991 -4.27578 0.04
C -1.69394 1.89840 -0.68910 0.08
C -2.42723 3.05254 -0.95043 -0.02
C -2.76006 3.91299 0.08566 0.00
C -2.35958 3.62851 1.38285 0.00
C -1.63976 2.47232 1.64646 -0.03
C -1.31599 1.60357 0.61637 -0.04
C 3.03932 1.32552 -3.73550 -0.01
C 3.75593 1.21299 -4.92411 0.00
C 5.05686 1.68605 -4.98941 0.00
C 5.65036 2.25021 -3.86834 0.00
C 4.93935 2.34982 -2.68075 0.00
C 3.63237 1.89293 -2.61427 0.01
C 0.61337 0.78127 -5.18653 0.03
C -0.18137 -0.23108 -5.71399 0.01
C -0.87088 -0.02294 -6.89906 0.00
C -0.76961 1.19391 -7.55778 0.00
C 0.02419 2.20587 -7.03299 0.00
C 0.71192 2.00466 -5.84729 0.01
H -3.55719 -0.48835 -2.70870 0.00
H -5.27962 -0.11229 -4.42532 0.00
H -5.01136 1.71781 -6.07219 0.00
H -3.03356 3.20052 -5.95070 0.00
H -1.31430 2.82764 -4.22940 0.01
H -2.73700 3.27709 -1.96287 -0.01
H -3.33444 4.80593 -0.12670 0.00
H -2.60945 4.31010 2.18625 0.00
H -1.33953 2.24268 2.66205 0.00
H -0.76087 0.69326 0.81713 0.08
H 3.29796 0.75018 -5.78954 0.00
H 5.61300 1.60860 -5.91493 0.00
H 6.67008 2.60851 -3.92415 0.00
H 5.40912 2.78024 -1.80496 0.00
H 3.06025 1.96644 -1.70015 -0.01
H -0.24584 -1.17890 -5.19290 -0.01
H -1.48501 -0.81699 -7.30371 0.00
H -1.31264 1.35488 -8.48033 0.00
H 0.10927 3.15426 -7.54848 0.00
H 1.33459 2.78962 -5.43362 0.00
C 2.03416 2.61395 0.59549 0.00
C 2.86403 1.39832 0.78058 0.03
N 2.64939 0.17690 0.31476 0.12
C 3.72820 -0.58014 0.69451 0.03
C 4.59655 0.18119 1.42218 -0.01
N 4.03222 1.42539 1.45701 0.00
C 5.91969 -0.04297 2.05165 0.00
O 6.40562 -1.25351 1.96420 0.00
O 6.47305 0.87946 2.60988 0.00
C 3.85357 -1.98740 0.23637 -0.01
O 4.83810 -2.64964 0.58258 0.01
O 2.91563 -2.40304 -0.51334 0.01
H 1.32749 2.45559 -0.21484 0.00
H 2.67105 3.46483 0.34672 0.00
H 1.48438 2.85165 1.50684 0.00
H 4.46069 2.20519 1.93229 0.00
H 5.78782 -1.86807 1.44929 0.00
C -1.86788 3.60268 7.09566 0.00
C -1.58128 2.45581 6.16648 0.03
C -0.36702 1.78410 6.21347 -0.02
C -0.07682 0.73802 5.34796 -0.07
C 1.27512 0.07061 5.45995 0.05
C -1.04380 0.31797 4.41072 0.12
Te -0.38906 -1.33270 3.13271 0.71
N 0.40278 -2.04609 0.82196 0.45
C 0.45989 -3.33804 1.17433 0.03
O 0.15389 -3.70618 2.33481 0.08
C 0.91409 -4.40163 0.21586 0.05
C 0.39969 -4.52411 -1.07202 0.05
C 0.87765 -5.51264 -1.92051 0.03
C 1.84524 -6.39991 -1.47817 0.01
C 2.33106 -6.30466 -0.18124 0.00
C 1.86746 -5.31030 0.66293 0.00
C -2.27089 -2.28393 2.93294 0.14
C -2.96375 -2.20085 1.73596 -0.05
C -4.19842 -2.81685 1.60885 0.01
C -4.72557 -3.52595 2.67681 0.00
C -3.99963 -3.64754 3.85272 0.00
C -2.75595 -3.04139 3.99971 -0.12
C -1.94801 -3.22980 5.25473 0.05
C -2.26819 1.00736 4.34148 -0.09
C -3.34230 0.65766 3.34798 0.00
C -2.51320 2.05715 5.21869 -0.02
H -1.18143 3.60123 7.94112 0.00
H -2.88913 3.55220 7.47341 0.00
H -1.75562 4.55475 6.57201 0.00
H 0.37422 2.08633 6.94590 0.00
H 1.90998 0.60543 6.16473 0.00
H 1.79133 0.04491 4.49889 -0.01
H 1.17719 -0.95970 5.80810 -0.01
H -0.41875 -3.89369 -1.40232 -0.02
H 0.49064 -5.58862 -2.92898 0.00
H 2.20989 -7.17805 -2.13656 0.00
H 3.07448 -7.00404 0.17924 0.00
H 2.25413 -5.20969 1.66799 0.00
H -2.53752 -1.66465 0.89674 0.01
H -4.74621 -2.74212 0.67781 0.00
H -5.69635 -3.99736 2.59236 0.00
H -4.39425 -4.24343 4.66714 0.00
H -2.43546 -3.92730 5.93360 0.00
H -1.80528 -2.28107 5.77969 -0.02
H -0.96487 -3.62795 4.99094 -0.01
H -2.91667 0.37214 2.39074 0.00
H -4.00259 1.51025 3.18485 0.00
H -3.95141 -0.17308 3.71139 0.00
H -3.45962 2.58525 5.15390 0.00
```

[2]
C6H12O in the gas phase, computed with ωB97M-V/def2-TZVPD.

Its total energy is -8462.7914 eV. The HOMO-LUMO gap is 10.83 eV. The calculation puts the molar mass at 100.16 g/mol. The calculation puts the energy above the lowest of the compared OMol25 structures with the same formula, charge and spin at 1.563 eV. As for the SMILES: CCOCC1CC1.

Geometry as XYZ:
```
19
Properties=species:S:1:pos:R:3:mulliken_charge:R:1
C 2.98927 0.62867 0.12022 -1.20
C 2.01179 -0.44778 -0.31491 -0.28
O 0.72864 0.10506 -0.16366 -0.24
C -0.35609 -0.68279 -0.60375 -0.69
C -1.50296 -0.39688 0.32684 0.05
C -2.89748 -0.16402 -0.17856 -0.61
C -2.07096 0.98993 0.31216 -0.49
H 4.02328 0.35725 -0.11143 0.38
H 2.74264 1.55802 -0.40226 0.30
H 2.90149 0.81380 1.19515 0.29
H 2.11181 -1.35276 0.30812 0.32
H 2.20054 -0.74742 -1.35837 0.31
H -0.62130 -0.41570 -1.64141 0.23
H -0.09814 -1.75367 -0.59789 0.37
H -1.40520 -0.86732 1.30288 0.34
H -3.07979 -0.24269 -1.24737 0.22
H -3.72156 -0.50430 0.44170 0.25
H -1.66387 1.67871 -0.42364 0.19
H -2.32186 1.45032 1.26277 0.25
```

[3]
C5H8N2S in the gas phase at a distorted geometry, computed with ωB97M-V/def2-TZVPD.

Its total energy is -19129.2480 eV. The HOMO-LUMO gap is 8.61 eV. The calculation puts the molar mass at 128.20 g/mol. The calculation puts the energy above the lowest of the compared OMol25 structures with the same formula, charge and spin at 1.173 eV. As for the SMILES: [H]/N=C1/CSC=CN1C.

Geometry as XYZ:
```
16
Properties=species:S:1:pos:R:3:mulliken_charge:R:1
H -1.81583 1.38050 1.13020 0.23
N -0.86047 1.52319 1.38148 -0.73
C -0.09419 0.75450 0.75291 0.70
C 1.40026 0.84391 0.90399 -0.77
S 2.30201 1.17370 -0.62006 -0.13
C 1.64224 -0.27500 -1.39604 -0.34
C 0.44126 -0.73097 -1.04521 -0.14
N -0.43308 -0.25822 -0.10999 0.09
C -1.75438 -0.82733 -0.00103 -1.28
H 1.80099 -0.07143 1.36138 0.32
H 1.60670 1.69168 1.57538 0.35
H 2.14776 -0.66058 -2.30520 0.32
H -0.05656 -1.50115 -1.74360 0.21
H -2.20694 -0.69830 1.00795 0.43
H -2.47618 -0.44018 -0.73762 0.31
H -1.64361 -1.90432 -0.15454 0.42
```

[4]
2 unconnected molecules or ions with the total composition C3H7ClFOP at a distorted geometry, computed with ωB97M-V/def2-TZVPD.

Its total energy is -29801.5678 eV. The HOMO-LUMO gap is 10.40 eV. The calculation puts the molar mass at 144.51 g/mol. The calculation puts the energy above the lowest of the compared OMol25 structures with the same formula, charge and spin at 1.243 eV. As for the SMILES: OP(F)Cl.C=CC.

Geometry as XYZ:
```
14
Properties=species:S:1:pos:R:3:mulliken_charge:R:1
O -1.09502 -2.37605 1.25906 -0.42
P -0.95844 -2.44899 -0.34388 0.52
F -2.25375 -3.43928 -0.53970 -0.25
Cl 0.31662 -3.93055 -0.68725 -0.20
H -0.64475 -3.09662 1.77212 0.33
C 1.55260 0.80004 -0.30470 -0.69
C 0.92652 1.92951 0.00213 0.28
C -0.53158 2.26783 -0.13332 -0.95
H 1.14519 -0.19146 -0.59367 0.05
H 2.57219 0.64640 -0.20349 0.27
H 1.67586 2.69866 0.43242 0.21
H -0.77430 3.26047 -0.54035 0.31
H -0.98521 1.57873 -0.92255 0.26
H -0.94595 2.30132 0.80317 0.29
```

[5]
2 unconnected molecules or ions with the total composition C5H8F2I2O2 at a distorted geometry, computed with ωB97M-V/def2-TZVPD.

Its total energy is -31040.9769 eV. The HOMO-LUMO gap (spin up / spin down) is 7.38 / 7.55 eV. The calculation puts the molar mass at 391.92 g/mol. The calculation puts the energy above the lowest of the compared OMol25 structures with the same formula, charge and spin at 2.184 eV.

Geometry as XYZ:
```
19
Properties=species:S:1:pos:R:3:mulliken_charge:R:1
C 0.79544 -1.41499 2.95539 -0.77
C -0.22573 0.41863 -3.05533 -0.81
C -0.38701 -1.20785 1.00320 -0.45
C 0.06453 1.12345 -0.87574 -0.34
C -0.44562 1.19449 0.47777 0.54
O -0.42704 -1.48781 2.32178 -0.24
O -0.77505 0.60930 -1.71901 -0.18
F -1.73506 1.46741 0.60257 -0.26
F 0.20071 1.91459 1.33847 -0.24
I -2.24216 -1.82781 0.08150 0.02
I 0.83164 3.20007 -1.59464 -0.09
H 0.93352 -2.20268 3.67692 0.28
H 0.81754 -0.53141 3.66599 0.25
H 1.59162 -1.39832 2.30674 0.39
H -0.28600 1.34892 -3.68394 0.32
H -0.93348 -0.24756 -3.70251 0.25
H 0.74174 0.01646 -3.08032 0.40
H 0.42116 -1.46394 0.25350 0.52
H 1.05926 0.48905 -0.97235 0.39
```

[6]
A molecular structure, C11H15F2N3O4Rh at a distorted geometry, computed with ωB97M-V/def2-TZVPD.

Its total energy is -32745.1772 eV. The HOMO-LUMO gap is 8.77 eV. As for the charge: +1. The calculation puts the molar mass at 394.16 g/mol.

Geometry as XYZ:
```
36
Properties=species:S:1:pos:R:3:mulliken_charge:R:1
Rh -0.15634 -0.13584 0.26310 0.33
N 1.05330 1.39072 1.01615 -0.41
C 1.52462 2.51585 0.17641 -0.57
C 0.38960 3.14358 -0.60366 -0.66
C -0.09448 2.26079 -1.73487 -0.50
N -0.88837 1.10259 -1.25500 -0.42
H 0.43552 1.71573 1.76063 0.37
H 1.85187 0.96502 1.48457 0.32
H 2.25499 2.10463 -0.52210 0.34
H 2.04045 3.24478 0.80137 0.37
H 0.74718 4.07917 -1.03538 0.33
H -0.43711 3.42114 0.06104 0.29
H 0.76889 1.84923 -2.26055 0.32
H -0.68316 2.82179 -2.46079 0.38
H -1.16380 0.54975 -2.06478 0.30
H -1.75869 1.40675 -0.81898 0.35
O -0.63339 -0.76351 2.22103 -0.78
C -1.68033 -1.34405 1.76055 1.31
O -1.94972 -1.22631 0.51836 -0.75
C -2.54031 -2.15707 2.64017 0.21
C -2.71118 -1.78601 3.97035 -0.42
C -3.52671 -2.54115 4.79418 -0.54
C -4.12886 -3.66358 4.25738 0.12
C -3.96312 -4.06430 2.94549 -0.55
C -3.16482 -3.28773 2.12340 -0.43
N -5.00256 -4.48122 5.13811 0.99
O -5.47668 -5.49001 4.66519 -0.58
O -5.12991 -4.11314 6.28506 -0.59
H -2.20415 -0.91239 4.35672 0.42
H -3.69706 -2.28358 5.82839 0.49
H -4.45560 -4.95683 2.59054 0.50
H -3.02126 -3.55664 1.08605 0.45
F 0.46252 -2.29895 -1.17709 -0.23
C 1.11462 -1.22493 -0.71285 0.30
F 1.99804 -1.63583 0.22413 -0.24
H 1.63447 -0.71639 -1.53220 0.19
```

[7]
A molecular structure, C14H22ClNRe at a distorted geometry, computed with ωB97M-V/def2-TZVPD.

Its total energy is -30999.3919 eV. The HOMO-LUMO gap (spin up / spin down) is 5.63 / 7.51 eV. As for the charge: +2. The calculation puts the molar mass at 426.00 g/mol. The calculation puts the energy above the lowest of the compared OMol25 structures with the same formula, charge and spin at 0.154 eV. As for the multiplicity: 4.

Geometry as XYZ:
```
39
Properties=species:S:1:pos:R:3:mulliken_spin:R:1
C -1.10514 -1.18930 -3.46900 0.03
C -2.42711 -0.53615 -3.42638 -0.01
C 0.00134 -0.52432 -4.17599 0.00
C -0.99790 -2.62726 -3.16112 -0.01
Cl -0.41745 -0.26554 -0.63569 0.15
H -0.03948 -0.69869 -5.26509 0.00
H 0.96814 -0.90158 -3.82979 0.00
H -0.03497 0.55802 -4.02247 0.00
H -3.00598 -0.72519 -4.34467 0.00
H -2.31602 0.54832 -3.32127 0.00
H -3.01776 -0.92067 -2.58358 0.00
H -1.27475 -3.25075 -4.02651 0.00
H -1.67305 -2.89580 -2.33735 0.00
H 0.02957 -2.88578 -2.88397 0.00
C 0.15297 2.57015 2.79797 0.04
C 1.33421 2.67444 1.97963 -0.02
C 0.92939 2.57313 0.59692 0.01
H 2.34331 2.86602 2.34130 -0.01
C -0.49896 2.42771 0.56470 0.10
C -0.97777 2.42281 1.91671 -0.02
H -2.02403 2.39054 2.20568 0.01
H 0.08685 2.64783 3.88516 0.01
H 1.57289 2.60713 -0.27993 -0.01
H -1.12690 2.36316 -0.30266 0.01
C 1.40453 -1.26115 3.03079 0.21
C 2.03601 0.04220 2.93333 0.02
C 2.51346 0.15974 1.52772 0.01
H 2.36141 0.66529 3.76972 0.00
C 2.02481 -1.00381 0.81775 0.18
C 1.37082 -1.84948 1.75472 0.13
H 0.89139 -2.77865 1.49666 0.01
H 1.04641 -1.69488 3.95841 0.01
H 3.22872 0.87858 1.12480 0.01
H 2.15089 -1.18660 -0.24544 0.01
Re 0.45256 0.79561 1.62822 1.99
N -1.25483 -0.34289 2.40122 0.08
H -2.13763 0.17788 2.37634 -0.01
H -1.15426 -0.65527 3.37123 0.00
H -1.41567 -1.17479 1.83195 0.00
```

[8]
C5H9NS2 in the gas phase at a distorted geometry, computed with ωB97M-V/def2-TZVPD.

Its total energy is -28486.6103 eV. The HOMO-LUMO gap (spin up / spin down) is 6.92 / 7.43 eV. The calculation puts the molar mass at 147.27 g/mol. The calculation puts the energy above the lowest of the compared OMol25 structures with the same formula, charge and spin at 5.026 eV.

Geometry as XYZ:
```
17
Properties=species:S:1:pos:R:3:mulliken_charge:R:1
C 1.24808 -0.34689 -0.71812 -0.09
C 0.71585 0.96541 -0.73663 0.50
C -1.27074 -1.47302 -0.62682 -0.25
C 1.62865 1.88360 0.17842 -1.19
C -1.40520 -1.76171 0.80249 -0.74
N -0.69712 1.07309 -0.53285 -0.41
S 2.46950 -1.33500 -0.77908 -0.28
S -1.73767 0.01867 -1.35409 -0.02
H 0.81729 1.30951 -1.78302 0.17
H -1.61535 -2.33512 -1.37512 0.30
H 1.35923 2.99308 0.30148 0.32
H 2.61793 1.60764 -0.17936 0.38
H 1.42819 1.62578 1.29827 0.30
H -2.22779 -2.47236 1.06892 0.30
H -1.51656 -0.73237 1.26538 0.19
H -0.46393 -2.25465 1.30835 0.18
H -0.89103 1.00162 0.45003 0.35
```